{
  "formula": "C2H2N2O4",
  "method": "ωB97M-V/def2-TZVPD",
  "gap_ev": [8.861, 8.854],
  "de_lowest_kj_mol": 389.16,
  "elements": ["C", "C", "N", "N", "O", "O", "O", "O", "H", "H"],
  "positions_angstrom": [[0.18191, 0.61922, 0.84188], [1.38248, 0.94286, -2.16060], [0.56357, -0.56427, 0.65222], [-1.86145, -0.14534, 1.22890], [0.69708, 1.59408, -2.80146], [-1.94586, -1.33106, 0.98112], [2.03133, 0.29760, -1.50045], [-2.61559, 0.59556, 1.78763], [1.63843, -0.70943, 0.40047], [-0.07189, -1.29924, 0.57029]],
  "forces_ev_per_a": [[-2.2, -0.2, 0.6], [-1.5, 1.4, -1.2], [4.9, 1.4, -0.7], [3.0, 1.7, -0.2], [-0.9, 0.9, -1.0], [-0.5, 0.0, 0.1], [2.6, -2.2, 1.9], [-0.5, -0.8, -0.3], [-3.0, 0.2, 0.7], [-1.9, -2.3, 0.0]],
  "nbo_charge": [0.31, 1.04, -0.84, 0.43, -0.49, -0.44, -0.54, -0.35, 0.45, 0.43]
}



{
  "formula": "C4H6Cl3N",
  "method": "ωB97M-V/def2-TZVPD",
  "gap_ev": 10.408,
  "smiles": "NC[C@@H]1[C@@H](Cl)C1(Cl)Cl",
  "de_lowest_kj_mol": 6.65,
  "elements": ["C", "C", "C", "C", "H", "H", "H", "H", "H", "H", "N", "Cl", "Cl", "Cl"],
  "positions_angstrom": [[0.64010, 0.68733, 2.15888], [-0.02694, -0.20766, 1.11410], [0.77677, -0.48566, -0.19299], [-0.53518, 0.22098, -0.22496], [2.02474, 1.92907, 1.16986], [2.67207, 0.53372, 1.67438], [0.69335, 0.09817, 3.08987], [-0.05988, 1.56526, 2.34560], [-0.56846, -0.98740, 1.50492], [1.62475, 0.14762, -0.45293], [1.95317, 1.21197, 1.86822], [0.95923, -2.11116, -0.84573], [-0.49525, 1.93248, -0.56124], [-1.94557, -0.58957, -0.91887]],
  "forces_ev_per_a": [[-0.9, 1.1, 0.1], [2.3, 1.2, -1.8], [-0.7, -0.3, 0.3], [-0.3, 0.0, 0.0], [-0.4, 0.2, -0.2], [-0.1, -0.3, 0.1], [0.0, 0.3, -0.3], [0.9, -1.0, 0.0], [-1.0, -2.0, 0.7], [-0.2, -0.2, 0.4], [0.3, 0.1, 0.4], [-0.1, 0.3, 0.1], [0.0, 0.3, -0.2], [0.3, 0.2, 0.3]],
  "nbo_charge": [-0.22, -0.27, -0.25, -0.09, 0.37, 0.36, 0.21, 0.21, 0.24, 0.25, -0.84, 0.00, 0.01, 0.02]
}



Copy entry 1 word for word.
{
  "formula": "C2H2N2O4",
  "method": "ωB97M-V/def2-TZVPD",
  "gap_ev": [8.861, 8.854],
  "de_lowest_kj_mol": 389.16,
  "elements": ["C", "C", "N", "N", "O", "O", "O", "O", "H", "H"],
  "positions_angstrom": [[0.18191, 0.61922, 0.84188], [1.38248, 0.94286, -2.16060], [0.56357, -0.56427, 0.65222], [-1.86145, -0.14534, 1.22890], [0.69708, 1.59408, -2.80146], [-1.94586, -1.33106, 0.98112], [2.03133, 0.29760, -1.50045], [-2.61559, 0.59556, 1.78763], [1.63843, -0.70943, 0.40047], [-0.07189, -1.29924, 0.57029]],
  "forces_ev_per_a": [[-2.2, -0.2, 0.6], [-1.5, 1.4, -1.2], [4.9, 1.4, -0.7], [3.0, 1.7, -0.2], [-0.9, 0.9, -1.0], [-0.5, 0.0, 0.1], [2.6, -2.2, 1.9], [-0.5, -0.8, -0.3], [-3.0, 0.2, 0.7], [-1.9, -2.3, 0.0]],
  "nbo_charge": [0.31, 1.04, -0.84, 0.43, -0.49, -0.44, -0.54, -0.35, 0.45, 0.43]
}